{"formula": "C9H16OP", "method": "ωB97M-V with the def2-TZVPD basis set", "elements": ["O", "H", "C", "H", "H", "C", "C", "H", "H", "C", "P", "C", "H", "H", "H", "H", "C", "H", "H", "H", "H", "H", "H", "C", "H", "C", "C"], "positions_angstrom": [[-1.40532, 3.90682, -3.17662], [0.50921, 3.73655, -2.67536], [-0.27950, -1.67827, -0.37539], [-0.38371, 4.98917, -1.67412], [1.44351, 0.11895, -0.84403], [0.48608, -1.95569, 1.80499], [0.28252, -2.51535, 0.51575], [0.97793, -4.62837, 0.91577], [0.39557, -0.05324, 2.71643], [-0.43910, 4.23860, -2.45030], [-0.65118, -0.05886, 0.36610], [0.81020, -3.84240, 0.14901], [-2.75744, 5.14868, -2.10670], [2.02324, -2.59268, 3.21230], [0.30062, 1.46479, -1.11592], [0.53711, -2.29893, 3.93403], [0.92546, -2.68395, 3.02088], [1.31717, 1.57094, 0.30163], [0.24970, -4.18003, -0.75883], [0.75132, -3.87302, 3.03748], [-3.40708, 3.70872, -3.01313], [-0.50453, -1.91770, -1.49873], [1.84729, -3.76214, -0.26749], [0.76284, 0.81046, -0.42317], [-2.70257, 5.15284, -4.04172], [0.25647, -0.63128, 1.82041], [-2.66061, 4.54952, -3.11730]], "lowdin_charge": [0.011, 0.149, -0.266, 0.148, 0.024, -0.348, -0.375, 0.081, 0.074, 0.229, 0.901, -0.058, 0.155, 0.095, -0.052, 0.058, -0.056, 0.087, 0.092, 0.126, 0.141, 0.116, 0.099, -0.324, 0.132, -0.254, 0.017], "multiplicity": 1, "energy_ev": -20917.361, "e_homo_ev": -10.44, "homo_lumo_gap_ha": 0.1375, "total_charge": 1}



{"formula": "C23H16Cl2N2O2W", "method": "ωB97M-V with the def2-TZVPD basis set", "elements": ["C", "C", "H", "O", "C", "C", "H", "H", "C", "C", "C", "C", "H", "C", "H", "C", "Cl", "N", "W", "H", "H", "C", "C", "H", "C", "C", "C", "C", "C", "N", "H", "O", "H", "C", "C", "H", "C", "H", "C", "C", "H", "H", "H", "C", "H", "Cl"], "positions_angstrom": [[-1.44178, -1.82236, 3.68784], [-2.95013, -1.87678, 1.82872], [-3.94826, -2.04284, 1.44433], [-2.35632, -3.34620, -3.69070], [4.39480, 0.64452, -1.83661], [2.61321, -0.28227, 0.05270], [2.76546, 0.55765, -3.21013], [-3.50920, -2.28482, 3.88043], [-3.26474, 3.26754, -0.02656], [-1.56130, -2.63929, -3.11008], [3.07663, 0.38579, -2.18506], [-2.50940, 4.40671, 0.22312], [-2.15989, -1.45127, -0.10008], [-1.29492, 2.11806, -0.78122], [4.28900, -0.18586, 1.42927], [-0.11509, -2.61610, -3.62398], [0.23952, -0.91222, -4.10178], [-0.67071, 0.97289, -1.25440], [0.07506, -0.58356, -1.54870], [-2.98319, 5.29724, 0.61458], [-4.32914, 3.26894, 0.16993], [-0.39096, -1.47222, 2.80945], [-0.53512, 3.25942, -0.53584], [2.90922, -0.72901, 2.74529], [4.82854, 0.43327, -0.53331], [1.90322, -0.90561, 2.40073], [-1.14427, 4.39839, -0.03280], [1.59864, -0.73959, 1.02539], [-0.64213, -1.32136, 1.43282], [0.36951, -0.95616, 0.55752], [-1.22143, -1.92681, 4.74323], [-1.69944, -1.87033, -2.10286], [-3.23774, 1.22849, -0.72851], [-2.66380, 2.12400, -0.52781], [3.93642, -0.02957, 0.41871], [1.14588, -1.38210, 4.32567], [2.14487, -0.08361, -1.25557], [0.52752, 3.23369, -0.74011], [-1.95406, -1.53822, 0.95574], [-2.70348, -2.01859, 3.20973], [-0.54990, 5.28249, 0.15902], [5.09126, 1.01005, -2.58179], [5.85691, 0.63104, -0.26039], [0.92809, -1.26206, 3.27081], [0.15366, -3.29905, -4.41949], [0.98894, -2.94233, -2.19725]], "lowdin_charge": [-0.034, -0.055, 0.111, 0.076, -0.089, -0.208, 0.074, 0.105, -0.089, -0.791, -0.126, -0.100, 0.070, -0.349, 0.096, -0.798, 0.687, -0.152, 1.143, 0.098, 0.101, -0.155, -0.036, 0.102, -0.086, 0.008, -0.091, -0.191, -0.169, -0.003, 0.114, -0.219, 0.111, -0.035, -0.040, 0.123, -0.277, 0.110, -0.012, -0.073, 0.100, 0.100, 0.101, 0.009, 0.080, 0.661], "multiplicity": 1, "energy_ev": -58056.552, "e_homo_ev": [-6.58, -6.57], "homo_lumo_gap_ha": [0.2176, 0.2176]}



Which formula does entry 1 have? C9H16OP